Record 1
This record from the OMol25 dataset describes a structure of composition C4H7NO3 at a distorted geometry. The level of theory is ωB97M-V/def2-TZVPD.

Last column: Mulliken charge in e.
Geometry (Å):
1 C -0.0645 1.6978 -2.0147  -0.660
2 C 0.1844 0.1819 -0.3506  0.395
3 C 0.1828 -0.7774 1.7393  -0.551
4 C -0.0881 -1.1025 0.2961  0.524
5 H -0.5967 1.7222 -2.9490  0.270
6 H 1.0428 2.0518 -2.0222  0.265
7 H -0.7085 2.2297 -1.2461  0.311
8 H 0.7338 -1.4421 2.3709  0.283
9 H -0.7487 -0.5913 2.2103  0.283
10 H 0.5933 -1.8336 -0.2240  0.187
11 H -1.2912 -2.3372 -0.8920  0.397
12 N 0.6391 1.0985 0.4764  -0.461
13 O -0.1926 0.2862 -1.6341  -0.337
14 O 0.9911 0.3524 1.6680  -0.283
15 O -1.3969 -1.5746 0.1407  -0.623

Output
HOMO level, eV: -9.10
Relative energy (zero: lowest compared OMol25 entry of this formula, charge and spin), eV: 5.785


Record 2
This record from the OMol25 dataset describes a cluster of 4 separate species, C27H68FN9O8P4S in total at a distorted geometry. The level of theory is ωB97M-V/def2-TZVPD.

Last column: Mulliken charge in e.
Geometry (Å):
1 O 3.5608 -4.9676 1.6287  -0.557
2 C 2.8209 -5.9051 1.4601  -0.145
3 C 2.0954 -6.5037 2.6502  -1.066
4 C 1.5069 -7.8757 2.3792  0.470
5 P -0.0513 -7.9201 3.5092  0.078
6 S -1.5320 -7.0332 2.6184  -0.357
7 O 0.9272 -8.1181 1.0892  -0.169
8 C 0.6095 -9.4622 1.1613  0.204
9 O -0.2416 -9.9963 0.5631  -0.485
10 O 1.4181 -10.0821 2.1131  -0.399
11 C 2.4051 -9.1139 2.3982  1.146
12 F 3.1346 -9.0411 1.2070  -0.358
13 C 3.3666 -9.3426 3.5225  -0.766
14 C 4.6183 -10.1451 3.0735  -1.036
15 C 5.7879 -9.2587 2.6162  -0.707
16 C 6.1116 -9.3449 1.1261  -0.438
17 O 5.9099 -10.6748 0.6472  -0.554
18 H 2.6165 -6.3198 0.4621  0.550
19 H 1.2785 -5.8338 2.9279  0.562
20 H 2.7489 -6.5761 3.5145  0.378
21 H -0.3645 -9.2510 3.8280  0.128
22 H 0.2433 -7.1992 4.6780  0.142
23 H 2.9140 -9.8830 4.3507  0.505
24 H 3.7371 -8.3887 3.8867  0.210
25 H 4.9732 -10.7451 3.9062  0.518
26 H 4.2980 -10.8362 2.3011  0.552
27 H 6.6928 -9.4891 3.1730  0.443
28 H 5.5593 -8.2131 2.8259  0.262
29 H 7.1586 -9.0760 0.9771  0.393
30 H 5.4704 -8.6629 0.5687  0.216
31 H 6.0039 -10.6277 -0.3082  0.317
32 C 3.4668 -2.8577 -4.1437  -0.999
33 N 2.1418 -2.2856 -4.2985  0.217
34 C 1.9323 -1.8396 -5.6675  -1.183
35 P 0.7602 -3.1303 -3.6899  0.553
36 O 0.7223 -4.3354 -4.5907  -0.925
37 N 1.0070 -3.9085 -2.1883  0.304
38 C 2.0841 -3.6095 -1.2771  -0.970
39 C 0.6298 -5.3137 -2.1001  -1.000
40 N 0.1191 -1.7105 -2.8602  0.157
41 C -1.3376 -1.5737 -3.0383  -1.004
42 C 0.7366 -0.3919 -2.9123  -0.869
43 H 4.2029 -2.1969 -4.6071  0.376
44 H 3.5632 -3.8542 -4.5954  0.281
45 H 3.7500 -2.9167 -3.0940  0.259
46 H 0.9514 -1.3610 -5.7670  0.351
47 H 1.9733 -2.6689 -6.3843  0.319
48 H 2.6827 -1.0948 -5.9421  0.347
49 H 2.9997 -4.1598 -1.5341  0.412
50 H 1.8055 -3.8895 -0.2577  0.278
51 H 2.3133 -2.5436 -1.2405  0.174
52 H 1.4028 -5.9782 -2.5111  0.256
53 H -0.2942 -5.5045 -2.6371  0.338
54 H 0.4568 -5.5850 -1.0547  0.356
55 H -1.5982 -1.2460 -4.0506  0.335
56 H -1.7479 -0.8580 -2.3258  0.360
57 H -1.8270 -2.5360 -2.8564  0.316
58 H 0.6685 0.0776 -3.8999  0.065
59 H 1.7794 -0.4250 -2.6116  0.285
60 H 0.2272 0.2615 -2.1998  0.571
61 C -3.9019 4.2143 -2.2069  -1.000
62 N -2.5421 4.7251 -2.1755  0.320
63 C -2.0849 4.8732 -0.7988  -1.341
64 P -1.3266 4.0172 -3.1720  0.519
65 O -1.1875 2.6458 -2.5656  -0.829
66 N -1.8689 3.5786 -4.7327  0.326
67 C -3.0737 4.0758 -5.3542  -1.063
68 C -1.5788 2.2212 -5.1752  -0.960
69 N -0.7700 5.5775 -3.7913  0.139
70 C 0.6993 5.6606 -3.8534  -1.023
71 C -1.3144 6.8576 -3.3569  -0.922
72 H -4.5127 4.7734 -1.4956  0.333
73 H -3.9686 3.1471 -1.9572  0.287
74 H -4.3628 4.3791 -3.1790  0.262
75 H -1.0791 5.3099 -0.7763  0.341
76 H -2.0446 3.9111 -0.2733  0.270
77 H -2.7393 5.5509 -0.2465  0.503
78 H -3.9546 3.4938 -5.0558  0.374
79 H -2.9893 4.0155 -6.4432  0.347
80 H -3.2496 5.1269 -5.1215  0.248
81 H -2.2979 1.4917 -4.7777  0.311
82 H -0.5842 1.9149 -4.8637  0.166
83 H -1.6055 2.1757 -6.2665  0.417
84 H 1.1479 5.7633 -2.8592  0.328
85 H 1.0138 6.5062 -4.4655  0.369
86 H 1.1042 4.7551 -4.3157  0.310
87 H -1.0618 7.1134 -2.3217  0.302
88 H -2.3928 6.8876 -3.4700  0.254
89 H -0.9035 7.6351 -4.0073  0.404
90 C -3.9747 5.3420 4.7214  -1.000
91 N -2.6978 5.8717 4.2756  0.142
92 C -1.9191 4.8330 3.6186  -1.256
93 P -2.6316 7.3710 3.3910  0.836
94 O -3.3706 6.8615 2.1722  -0.869
95 N -3.7221 8.5599 3.9352  0.206
96 C -4.3770 8.5526 5.2222  -1.059
97 C -4.5668 9.1852 2.9249  -0.974
98 N -1.3891 7.9612 4.5222  0.057
99 C -0.2931 8.6589 3.8264  -1.036
100 C -0.8365 7.1742 5.6176  -0.946
101 H -3.8127 4.3906 5.2329  0.376
102 H -4.6854 5.1768 3.9013  0.248
103 H -4.4350 5.9942 5.4615  0.271
104 H -0.9339 5.2190 3.3296  0.361
105 H -2.4092 4.4587 2.7117  0.375
106 H -1.7491 3.9970 4.3010  0.343
107 H -5.2897 7.9447 5.2076  0.374
108 H -4.6596 9.5701 5.5072  0.369
109 H -3.7211 8.1873 6.0127  0.244
110 H -5.4402 8.5688 2.6771  0.283
111 H -4.0110 9.3629 2.0084  0.309
112 H -4.9164 10.1551 3.2853  0.349
113 H 0.3606 7.9633 3.2897  0.332
114 H 0.3118 9.2312 4.5303  0.374
115 H -0.7049 9.3664 3.0997  0.326
116 H -0.2100 6.3395 5.2855  0.294
117 H -1.6184 6.7888 6.2622  0.273
118 H -0.2176 7.8391 6.2282  0.413

Output
Structure (SMILES): O=CC[C@@]1([PH2]=S)OC(=O)O[C@]1(F)CCCCO.CN(C)P(=O)(N(C)C)N(C)C.CN(C)P(=O)(N(C)C)N(C)C.CN(C)P(=O)(N(C)C)N(C)C
HOMO level, eV: -7.95


Record 3
This record from the OMol25 dataset describes a structure of composition C42H49AuN3O2P2SSi2 at a distorted geometry. The level of theory is ωB97M-V/def2-TZVPD.

Last column: Mulliken charge in e.
Geometry (Å):
1 Au 0.2722 0.1063 -0.6842  1.731
2 C 3.1716 3.3296 1.5514  -1.218
3 Si 1.7064 3.0781 0.4077  0.323
4 C 0.5277 4.4921 0.6064  -0.696
5 C 2.3178 2.9906 -1.3349  -1.012
6 N 0.9966 1.5452 0.7583  0.409
7 P 0.2375 0.8818 1.9976  2.255
8 C -0.9869 -0.1432 1.3245  -1.982
9 P -0.9742 -1.8140 0.8891  2.132
10 N -0.6103 -1.9199 -0.6653  -0.114
11 Si -1.3150 -2.6231 -2.0778  -0.115
12 C -2.0589 -4.2773 -1.6502  -1.083
13 C 0.0710 -2.9047 -3.2711  -0.938
14 C -2.6193 -1.5787 -2.8610  -0.586
15 C 0.1341 -2.9110 1.8184  0.247
16 C 0.0762 -2.9945 3.2121  -0.157
17 C 0.9252 -3.8472 3.9008  -0.785
18 C 1.8438 -4.6234 3.2002  -0.569
19 C 1.9105 -4.5456 1.8178  -0.636
20 C 1.0535 -3.6905 1.1269  -0.779
21 C -2.6444 -2.4379 1.2697  0.078
22 C -3.7047 -1.6080 0.8865  0.078
23 C -5.0181 -2.0302 1.0375  -0.527
24 C -5.2863 -3.2812 1.5848  -0.561
25 C -4.2417 -4.1100 1.9759  -0.765
26 C -2.9231 -3.6910 1.8120  -0.406
27 C -0.5591 2.0755 3.1041  0.212
28 C -1.9434 2.2285 3.0910  -0.322
29 C -2.5406 3.1983 3.8917  -0.721
30 C -1.7592 4.0263 4.6859  -0.564
31 C -0.3737 3.8940 4.6856  -0.931
32 C 0.2209 2.9214 3.8977  -0.233
33 C 1.4854 0.0662 3.0402  0.292
34 C 1.3859 -0.0236 4.4266  -0.390
35 C 2.3532 -0.6981 5.1641  -0.849
36 C 3.4159 -1.3077 4.5155  -0.553
37 C 3.5189 -1.2366 3.1303  -0.635
38 C 2.5671 -0.5446 2.3929  -0.225
39 H 4.0092 3.7683 0.9931  0.445
40 H 3.5081 2.3674 1.9573  0.254
41 H 2.9445 3.9980 2.3915  0.266
42 H 0.6970 5.2432 -0.1765  0.409
43 H 0.6372 4.9833 1.5806  0.343
44 H -0.5001 4.1213 0.5128  0.030
45 H 2.7726 3.9416 -1.6449  0.361
46 H 1.4992 2.7581 -2.0304  0.127
47 H 3.0690 2.1952 -1.4287  0.185
48 H -1.3736 -4.8749 -1.0322  0.287
49 H -2.2484 -4.8327 -2.5799  0.447
50 H -3.0087 -4.1780 -1.1107  0.224
51 H 0.7142 -3.7207 -2.9167  0.251
52 H 0.6947 -2.0051 -3.3604  0.175
53 H -0.2970 -3.1684 -4.2715  0.382
54 H -3.5870 -1.7328 -2.3638  0.212
55 H -2.7394 -1.8282 -3.9235  0.456
56 H -2.3646 -0.5177 -2.7657  -0.106
57 H -0.6350 -2.3880 3.7607  0.464
58 H 0.8863 -3.8965 4.9825  0.397
59 H 2.5143 -5.2829 3.7381  0.372
60 H 2.6358 -5.1396 1.2742  0.412
61 H 1.1122 -3.5920 0.0482  0.444
62 H -3.4776 -0.6302 0.4697  -0.316
63 H -5.8316 -1.3820 0.7301  0.483
64 H -6.3121 -3.6097 1.7062  0.375
65 H -4.4514 -5.0860 2.4000  0.403
66 H -2.1122 -4.3500 2.1003  0.386
67 H -2.5300 1.6089 2.4212  0.056
68 H -3.6172 3.3239 3.8686  0.418
69 H -2.2277 4.7887 5.2973  0.376
70 H 0.2383 4.5456 5.2949  0.398
71 H 1.3022 2.8234 3.8945  0.525
72 H 0.5496 0.4338 4.9401  0.485
73 H 2.2705 -0.7506 6.2427  0.404
74 H 4.1669 -1.8369 5.0897  0.397
75 H 4.3460 -1.7154 2.6210  0.453
76 H 2.6607 -0.4753 1.3125  0.354
77 S 4.0064 -0.7174 -3.4939  -0.434
78 C 2.9633 -0.5778 -2.2316  0.337
79 N 2.2366 -0.4847 -1.3133  -1.402
80 C -6.2663 4.2568 -4.7612  -1.500
81 C -5.2321 3.6976 -3.8099  0.687
82 C -3.8757 3.9488 -3.9918  -1.108
83 C -2.9126 3.4495 -3.1165  0.985
84 C -1.4435 3.7262 -3.3411  -1.154
85 C -3.3220 2.6937 -2.0167  0.472
86 C -4.6762 2.4303 -1.8119  1.010
87 C -5.1209 1.5672 -0.6524  -1.140
88 C -5.6116 2.9305 -2.7147  -0.941
89 C -2.2869 2.1542 -1.0501  0.064
90 O -2.1612 2.7149 0.0488  -0.880
91 O -1.6666 1.1094 -1.4497  -0.389
92 H -5.8043 4.5981 -5.6894  0.351
93 H -6.7949 5.1096 -4.3244  0.282
94 H -7.0178 3.5062 -5.0163  0.359
95 H -3.5551 4.5474 -4.8431  0.289
96 H -1.2983 4.4049 -4.1829  0.364
97 H -0.8986 2.8004 -3.5388  0.206
98 H -0.9900 4.1769 -2.4525  0.132
99 H -4.9820 0.5066 -0.8911  0.074
100 H -6.1785 1.7217 -0.4302  0.409
101 H -4.5346 1.7835 0.2413  0.106
102 H -6.6678 2.7159 -2.5544  0.380

Output
HOMO level (alpha / beta), eV: -5.13 / -5.13
Relative energy (zero: lowest compared OMol25 entry of this formula, charge and spin), eV: 1.075
Total charge: -1


Record 4
This record from the OMol25 dataset describes the molecule C4H8N2O at a distorted geometry. The level of theory is ωB97M-V/def2-TZVPD.

Last column: Mulliken charge in e.
Geometry (Å):
1 C 1.7414 0.9946 0.0407  -0.928
2 N 0.3911 0.7078 0.5106  -0.350
3 C -0.3230 -0.1928 -0.3598  0.295
4 C -1.0546 0.5559 -1.4044  0.234
5 N -1.6372 1.2236 -2.1487  -0.452
6 C -1.2565 -1.1014 0.4466  -0.795
7 O -0.5239 -1.9499 1.2908  -0.529
8 H 1.8414 1.0079 -1.0636  0.282
9 H 2.1316 1.9566 0.3892  0.328
10 H 2.2148 0.1627 0.5489  0.314
11 H -0.1378 1.4957 0.8449  0.275
12 H 0.4141 -0.8447 -0.8506  0.287
13 H -1.8289 -1.7390 -0.2313  0.384
14 H -1.9595 -0.4660 1.0048  0.319
15 H -0.0803 -1.3923 1.9444  0.337

Output
Structure (SMILES): CN[C@H](C#N)CO
HOMO level, eV: -9.63
Relative energy (zero: lowest compared OMol25 entry of this formula, charge and spin), eV: 2.106


Record 5
This record from the OMol25 dataset describes a cluster of 3 separate species, C5H15NO2 in total at a distorted geometry. The level of theory is ωB97M-V/def2-TZVPD.

Last column: Mulliken charge in e.
Geometry (Å):
1 C 2.1136 -1.7281 0.5807  -1.122
2 C 0.9529 -0.8193 0.3432  -0.378
3 C 0.8603 0.5234 0.4253  0.840
4 C 1.7727 1.4667 1.1925  -1.244
5 N -0.3705 0.9997 -0.0335  0.042
6 C -0.6091 2.3213 -0.5049  -1.017
7 H 2.7982 -1.6152 -0.2563  0.255
8 H 2.6627 -1.2075 1.4029  0.248
9 H 1.8345 -2.7437 0.8364  0.335
10 H -0.0379 -1.3445 0.3305  0.220
11 H 2.0729 1.0347 2.1416  0.368
12 H 1.2808 2.4312 1.3018  0.339
13 H 2.6134 1.7302 0.5232  0.281
14 H -0.9752 0.2567 -0.3345  -0.100
15 H -1.4893 2.3813 -1.1448  0.345
16 H -0.5915 3.1288 0.2515  0.262
17 H 0.1589 2.6978 -1.2234  0.353
18 O -1.8204 -1.2462 -2.9032  -0.638
19 H -2.0715 -0.7577 -2.1197  0.311
20 H -1.0433 -0.8472 -3.3269  0.317
21 O -2.0560 -1.1604 1.2094  -0.573
22 H -2.9548 -1.4784 1.2766  0.271
23 H -1.6028 -1.4223 2.0076  0.285

Output
Structure (SMILES): C/C=C(\C)NC.O.O
HOMO level, eV: -6.89
Relative energy (zero: lowest compared OMol25 entry of this formula, charge and spin), eV: 2.339


Record 6
This record from the OMol25 dataset describes the ion C5H8NS with charge +1 at a distorted geometry. The level of theory is ωB97M-V/def2-TZVPD.

Last column: Mulliken charge in e.
Geometry (Å):
1 C 0.2932 -1.4873 0.7826  -0.264
2 C 1.0971 0.5351 1.4582  -0.215
3 C -0.0169 0.1665 0.5580  0.501
4 C -1.1436 1.0985 0.4436  -1.119
5 C 0.8540 -0.9223 -1.6613  -0.795
6 N 0.1964 -0.8421 -0.3808  0.144
7 S 2.0171 -0.6511 1.9223  -0.144
8 H 0.1310 -2.3453 1.2496  0.555
9 H 0.9167 1.5530 1.7896  0.362
10 H -2.1239 0.8113 0.8739  0.272
11 H -1.2998 1.1854 -0.6093  0.318
12 H -0.9408 2.0899 0.9506  0.397
13 H 1.2192 -1.9667 -1.7798  0.338
14 H 1.5768 -0.1586 -1.7824  0.359
15 H 0.0718 -0.7819 -2.4947  0.292

Output
HOMO level, eV: -14.15
Relative energy (zero: lowest compared OMol25 entry of this formula, charge and spin), eV: 4.468
Total charge: +1